[1]
{"formula": "C3H7NOS", "method": "the ωB97M-V functional and the def2-TZVPD basis", "e_above_lowest_ev": 5.038, "orbital_gap_ev": 8.59, "spin_multiplicity": 1, "smiles": "C/C=N\\O.C=S", "species": ["C", "C", "N", "O", "H", "H", "H", "H", "H", "C", "S", "H", "H"], "coordinates": [[-0.8399, 1.4177, -0.6358], [-1.1617, -0.0740, -0.9425], [-1.3415, -1.0954, -0.2480], [-1.1434, -0.8275, 1.1088], [-0.0951, 1.6901, -1.3452], [-0.5091, 1.4409, 0.4996], [-1.8829, 1.8916, -0.7721], [-1.6558, -0.3014, -1.9759], [-0.9708, -1.7119, 1.4163], [0.9482, -1.0071, -0.9734], [1.4817, -0.9348, 0.5409], [0.6532, -1.7986, -1.5160], [1.3471, -0.3222, -1.7073]], "forces_ev_per_a": [[-2.2056, -2.2785, 2.8606], [-1.8140, 2.1196, -3.4992], [-1.3993, -0.6466, 2.2276], [0.0159, 0.1174, -0.8961], [0.4214, 0.7930, -0.3135], [-0.5135, 0.4088, -2.5684], [1.9264, -0.1331, 0.1678], [1.5670, 0.6014, 1.3541], [0.1188, -0.5846, 0.7227], [3.1255, 2.0584, 0.5605], [0.5322, -0.2534, 0.3661], [-1.5133, -3.3092, -1.0057], [-0.2615, 1.1068, 0.0236]]}

=====

[2]
{"formula": "C3H7NOS", "method": "the ωB97M-V functional and the def2-TZVPD basis", "e_above_lowest_ev": 1.091, "orbital_gap_ev": 9.28, "spin_multiplicity": 1, "smiles": "CCOC(N)=S", "species": ["C", "C", "O", "C", "N", "S", "H", "H", "H", "H", "H", "H", "H"], "coordinates": [[-1.4770, -0.1982, 0.7176], [-0.7131, -0.6584, -0.5055], [0.6138, -1.0963, -0.2301], [1.6083, -0.1655, -0.0638], [1.1794, 1.1748, -0.1110], [3.1922, -0.5446, 0.2287], [-0.7029, 0.4203, 1.2675], [-1.7475, -0.9820, 1.4651], [-2.3974, 0.3391, 0.3523], [-0.7543, 0.0689, -1.3035], [-1.1540, -1.5759, -0.9003], [0.4200, 1.3624, -0.7476], [1.9326, 1.8554, -0.1693]], "forces_ev_per_a": [[0.6796, 0.6937, 0.9116], [-0.8568, -1.6460, 0.0675], [1.7151, 1.2219, 0.2596], [-0.4520, 0.8581, 0.0112], [0.5453, -1.1527, -0.2988], [-0.9752, -0.1714, -0.1025], [-1.5379, 0.0496, -0.4291], [0.0970, 0.2537, -1.0206], [0.9988, -0.2475, 0.8102], [0.1284, 0.2808, -0.2483], [-0.1334, 0.1585, -0.1726], [-0.0434, 0.1789, 0.1398], [-0.1657, -0.4774, 0.0720]]}

=====

[3]
{"formula": "C3H7NOS", "method": "the ωB97M-V functional and the def2-TZVPD basis", "e_above_lowest_ev": 0.876, "orbital_gap_ev": 10.13, "spin_multiplicity": 1, "smiles": "O=CNCCS", "species": ["O", "C", "N", "C", "C", "S", "H", "H", "H", "H", "H", "H", "H"], "coordinates": [[0.9181, -1.3148, -2.9078], [0.6817, -0.4081, -2.1362], [-0.1189, -0.5635, -1.0493], [-0.2286, 0.3518, 0.0312], [-0.1816, -0.3050, 1.4054], [0.3914, 0.9193, 2.6373], [1.0187, 0.5965, -2.4333], [-0.7610, -1.3371, -1.1305], [0.5800, 1.0770, -0.0719], [-1.1294, 0.9775, -0.0246], [-1.0973, -0.6698, 1.8458], [0.5394, -1.1191, 1.3321], [-0.6124, 1.7953, 2.5019]], "forces_ev_per_a": [[-0.0947, -0.0437, 0.1044], [-0.1925, -0.5486, -1.1639], [-0.1043, -0.3224, -0.5051], [-0.7645, 1.1006, 0.2599], [0.7198, 0.6530, 0.1537], [0.4749, -0.1682, 0.2091], [0.1919, 0.2571, 0.8954], [0.1984, -0.1841, 0.2013], [0.1886, -0.2177, 0.2038], [-0.1542, -0.1505, -0.0925], [-0.4535, -0.3266, -0.6294], [0.1054, 0.0589, 0.4715], [-0.1154, -0.1076, -0.1081]]}

=====

[4]
{"formula": "C3H7NOS2", "method": "the ωB97M-V functional and the def2-TZVPD basis", "e_above_lowest_ev": 2.138, "orbital_gap_ev": 9.32, "spin_multiplicity": 1, "smiles": "NC(=O)CCSS", "species": ["N", "C", "O", "C", "C", "S", "S", "H", "H", "H", "H", "H", "H", "H"], "coordinates": [[0.1097, 2.2593, 0.5407], [-0.6884, 1.1877, 0.1561], [-1.7938, 0.9035, 0.6608], [0.4232, 0.1970, -0.4038], [0.4325, -0.9091, 0.5283], [1.0226, -2.3018, -0.4887], [-0.7821, -2.9057, -1.4263], [-0.4552, 2.6280, 1.3686], [1.1370, 2.0871, 0.8677], [-0.0740, -0.1148, -1.2782], [1.2730, 0.8047, -0.6520], [-0.6628, -0.9873, 0.8614], [1.0298, -0.9861, 1.5367], [-0.9715, -1.8625, -2.2716]], "forces_ev_per_a": [[-1.1455, 1.7848, 3.4989], [2.3838, -1.6690, 2.9390], [2.2452, 1.2262, -2.3413], [-3.1370, 2.8121, -0.3669], [-0.4051, -2.5665, 2.6598], [-1.0546, -1.1587, -0.0653], [0.8057, 0.4049, 0.3717], [1.3464, 0.3403, -1.3473], [-2.7969, 0.1351, -1.2587], [0.0585, -0.8795, -1.5316], [0.5775, -0.3491, -0.0737], [1.5862, -0.7557, -0.5043], [-0.6793, 0.8907, -2.1008], [0.2151, -0.2156, 0.1207]]}

=====

[5]
{"formula": "C3H7NOS2", "method": "the ωB97M-V functional and the def2-TZVPD basis", "e_above_lowest_ev": 4.408, "orbital_gap_ev": 8.93, "spin_multiplicity": 1, "smiles": "CSCONC=S", "species": ["C", "S", "C", "O", "N", "C", "S", "H", "H", "H", "H", "H", "H", "H"], "coordinates": [[0.9947, -0.7222, -1.7890], [-0.4814, 0.4778, -2.1107], [-0.5742, 1.2563, -0.4347], [-1.4767, 0.6990, 0.4735], [-1.0685, -0.3600, 1.1847], [-0.1742, -0.4321, 2.1549], [1.0435, 0.7091, 2.6406], [1.7264, 0.0642, -1.3310], [1.2818, -0.9327, -2.9145], [0.6054, -1.6477, -1.1950], [0.4419, 1.2283, 0.1037], [-0.7464, 2.4306, -0.4290], [-1.3913, -1.2935, 0.9673], [-0.1810, -1.4772, 2.6791]], "forces_ev_per_a": [[-0.7941, 1.4548, -1.3127], [0.6265, -0.3527, 1.4572], [2.9394, 2.1342, 0.2952], [-1.6550, 0.5768, 0.2592], [0.7477, -1.9846, 0.9173], [2.8415, 0.8102, 1.7979], [-2.2538, -1.6659, -0.7271], [-0.9483, -2.3375, -0.5038], [-0.2705, -0.0301, 2.5679], [1.2823, 1.8582, -1.0636], [-1.1046, -0.2002, -1.2041], [-0.3167, -2.6179, -0.4769], [-0.9637, 0.4669, -0.8249], [-0.1307, 1.8878, -1.1817]]}

=====

[6]
{"formula": "C3H7NOSi", "method": "the ωB97M-V functional and the def2-TZVPD basis", "e_above_lowest_ev": 4.707, "orbital_gap_ev": [8.32, 8.25], "spin_multiplicity": 1, "species": ["C", "C", "C", "N", "O", "Si", "H", "H", "H", "H", "H", "H", "H"], "coordinates": [[3.3340, -0.1682, 0.1199], [2.1016, 0.2398, -0.3319], [0.7432, -0.1834, 0.1295], [-0.1903, 0.1442, -0.6438], [-1.8229, -0.6244, 0.4053], [-3.2294, 0.0707, -0.0454], [4.2779, 0.2634, -0.0647], [3.4005, -0.6837, 1.0225], [1.9099, 0.7632, -1.2054], [0.4691, -0.7712, 1.0246], [-3.7073, 0.8567, 1.1429], [-3.0221, 1.0503, -1.1691], [-4.2643, -0.9573, -0.3844]], "forces_ev_per_a": [[-3.3894, 1.6906, -0.0381], [1.5347, -1.9844, 1.3051], [-0.1475, -0.7572, 0.5271], [-2.4149, -0.9991, 1.6927], [3.2638, 0.6063, -1.4263], [-0.3135, 0.8308, 0.0312], [0.7116, 0.4884, -1.4185], [-0.3354, -1.3252, 1.3608], [0.6691, 1.4461, -1.6216], [0.4613, 0.3273, -0.2714], [-0.1156, -0.1527, -0.3078], [-0.1646, -0.3804, 0.2026], [0.2404, 0.2094, -0.0360]]}

=====

- Number 5 is which compound?
  C3H7NOS2